Here is an isolated molecule of C7H10S at a distorted geometry from the Open Molecules 2025 dataset. Energies are from ωB97M-V with the def2-TZVPD basis set.

The geometry in XYZ format:
```
18
Properties=species:S:1:pos:R:3:forces:R:3
C 1.9769 0.3294 1.3544 -0.15 -0.02 -0.56
C 1.3815 0.2866 0.1303 0.77 -2.31 -0.32
C -0.2390 0.0786 -0.1706 4.65 3.88 2.28
C -0.7350 0.9259 -1.4389 0.12 0.17 -0.23
C -1.7622 -0.2082 -1.6485 -3.40 1.36 -2.02
C -0.9226 -1.0220 -0.7966 1.27 -6.46 -0.50
S -0.7176 0.3506 1.6513 0.85 0.03 0.20
C 1.0863 0.1827 2.5214 -1.92 -1.66 1.12
H 3.0972 0.3144 1.6129 -1.74 0.10 -1.08
H 2.1097 -0.0084 -0.6561 -0.81 0.82 -0.17
H -0.0935 0.6620 -2.3540 0.17 1.68 1.66
H -1.1015 1.9664 -1.1741 0.74 -1.08 -1.16
H -2.6605 0.1795 -1.0898 0.31 -1.05 -0.68
H -2.0889 -0.6949 -2.7114 0.89 1.69 2.43
H -1.5373 -1.5932 -0.0738 0.89 -0.61 -0.47
H -0.1523 -1.7090 -1.4866 -1.98 1.42 2.00
H 1.2582 -1.0139 2.9535 -0.75 3.60 -0.95
H 1.1008 0.9736 3.3765 0.11 -1.57 -1.56
```
Positions in Å, forces in eV/Å.

**Total charge**: 0
**Energy**: -670.738398 Eh
**Spin multiplicity**: 1
**SMILES**: C1=CC2(CCC2)SC1
**HOMO-LUMO gap**: 9.523 eV
**Relative energy (zero: lowest compared OMol25 entry of this formula, charge and spin)**: 433.63 kJ/mol

Löwdin atomic charge list, values in e, 5 entries:
1. C -0.25
2. C -0.09
3. C -0.63
4. C -0.13
5. C -0.25